[1]
DFT (wB97M-V/def2-TZVPD) results for a structure of composition C21H29N3O3 at a distorted geometry.

Calculated values
- E_HOMO (eV) = -7.7
- energy above the lowest of the compared OMol25 structures with the same formula, charge and spin (kJ/mol) = 1927.8
- E (hartree) = -1206.976612
- max |F| (hartree/bohr) = 0.2513
- charge = 0
- LUMO (eV) = -0.8

Each line ends with the natural charge from an NBO analysis.
Cartesian coordinates (Å):
O1 1.039 2.184 -3.046  -0.4900
O2 0.124 1.594 4.248  -0.5351
O3 2.646 0.276 -2.916  -0.6477
N1 1.739 -1.686 -1.303  -0.6341
N2 1.843 0.418 2.094  -0.4377
N3 -2.001 0.378 -1.110  -0.4787
C1 -0.815 -2.800 -0.056  -0.1590
C2 0.514 0.802 1.786  -0.2191
C3 -4.277 -0.469 0.400  -0.4664
C4 -0.622 -1.694 -0.690  -0.1741
C5 -5.022 -0.649 -0.855  -0.6299
C6 -3.125 -1.198 0.047  -0.0150
C7 2.147 -2.373 -0.151  -0.1772
C8 1.254 1.188 4.545  -0.0383
C9 1.441 3.954 -4.308  -0.6076
C10 1.936 2.655 -3.765  -0.0587
C11 1.426 0.808 -2.718  0.7765
C12 -1.952 -3.441 0.541  -0.2179
C13 -2.041 -0.885 -0.702  0.2162
C14 0.566 -1.074 -1.175  0.3269
C15 -0.267 1.909 2.760  -0.0596
C16 -2.919 -2.405 0.853  -0.1651
C17 2.000 -1.647 1.157  -0.4784
C18 2.418 -0.360 1.186  -0.2323
C19 1.609 0.268 3.546  -0.2381
C20 -1.065 0.889 -1.913  0.0979
C21 0.166 0.256 -1.977  -0.2512
H1 2.508 -2.423 1.754  0.2274
H2 2.051 -3.521 -0.269  0.2291
H3 2.737 -0.198 3.764  0.1772
H4 -4.780 -0.750 1.224  0.2276
H5 -4.665 -0.251 -1.900  0.2420
H6 -5.388 -1.664 -1.311  0.2202
H7 2.012 2.140 4.383  0.0739
H8 0.144 -3.562 -0.284  0.1819
H9 1.201 4.536 -3.386  0.2045
H10 -1.329 1.727 -2.243  0.1942
H11 2.390 -1.306 -2.080  0.4764
H12 -3.912 -2.833 1.160  0.1990
H13 -1.186 2.286 2.620  0.2054
H14 2.471 -0.039 0.217  0.2217
H15 1.394 0.967 5.575  0.2118
H16 3.479 -2.452 -0.329  0.1641
H17 2.243 4.479 -4.769  0.2119
H18 -6.078 0.017 -0.965  0.1989
H19 0.984 -1.915 1.196  0.2391
H20 -4.034 0.627 0.326  0.2461
H21 1.175 -0.672 3.807  0.1888
H22 2.288 2.117 -4.695  0.1520
H23 0.416 1.156 0.862  0.1935
H24 2.714 2.768 -3.153  0.1608
H25 -1.762 -4.336 0.999  0.2211
H26 0.451 2.818 2.653  0.1641
H27 0.558 3.670 -5.028  0.2085
H28 -0.373 -0.017 1.913  0.1456
H29 3.524 -0.265 1.478  0.2069

[2]
DFT (wB97M-V/def2-TZVPD) results for an isolated molecule of C21H29N3O4S2.

Calculated values
- E_HOMO (eV) = -8.8
- energy above the lowest of the compared OMol25 structures with the same formula, charge and spin (kJ/mol) = 43.7
- E (hartree) = -2079.257981
- structure (SMILES) = CCC(C)(C)NC(=O)CN(Cc1cccs1)C(=O)CNS(=O)(=O)c1ccc(C)cc1
- max |F| (hartree/bohr) = 0.0155
- charge = 0
- LUMO (eV) = 0.4

Each line ends with the natural charge from an NBO analysis.
Cartesian coordinates (Å):
S1 1.845 -1.047 0.567  2.3143
S2 -3.399 3.163 0.643  0.4545
O1 -4.496 -0.683 0.550  -0.6447
O2 -0.598 -1.636 2.512  -0.6516
O3 2.021 -2.427 0.244  -0.9159
O4 0.692 -0.355 0.043  -0.9839
N1 1.895 -0.854 2.245  -0.8347
N2 -1.516 0.400 2.301  -0.4311
N3 -2.341 -0.747 -0.173  -0.6531
C1 -2.825 -0.203 2.160  -0.3233
C2 3.218 1.154 -0.367  -0.1221
C3 4.376 1.851 -0.664  -0.2361
C4 -2.562 -1.341 -1.494  0.1328
C5 -1.898 2.329 0.865  -0.2238
C6 5.623 1.263 -0.486  0.0173
C7 -2.030 -3.665 -0.535  -0.6171
C8 -1.945 2.715 -1.411  -0.2568
C9 5.689 -0.044 -0.005  -0.2126
C10 6.878 2.004 -0.825  -0.6321
C11 -3.020 -2.802 -1.312  -0.4106
C12 -0.467 -0.424 2.474  0.6815
C13 4.536 -0.744 0.295  -0.1562
C14 -3.119 3.290 -1.044  -0.4076
C15 -1.245 2.161 -0.318  -0.2535
C16 3.308 -0.138 0.110  -0.3660
C17 -3.637 -0.552 -2.248  -0.6221
C18 -3.300 -0.562 0.739  0.6895
C19 -1.246 -1.259 -2.264  -0.6141
C20 -1.486 1.849 2.222  -0.2382
C21 0.943 0.153 2.664  -0.3317
H1 -1.588 2.689 -2.425  0.2266
H2 7.655 1.805 -0.091  0.2225
H3 -1.792 -3.216 0.427  0.2171
H4 7.247 1.679 -1.798  0.2282
H5 6.700 3.075 -0.871  0.2190
H6 -3.973 -2.783 -0.781  0.2224
H7 6.653 -0.510 0.132  0.2177
H8 1.125 1.034 2.053  0.2213
H9 4.312 2.862 -1.040  0.2165
H10 2.245 1.597 -0.513  0.2230
H11 -2.181 2.248 2.970  0.2112
H12 -4.581 -0.599 -1.714  0.2459
H13 1.110 0.388 3.719  0.2349
H14 -3.193 -3.239 -2.297  0.1984
H15 -3.341 0.490 -2.337  0.2080
H16 -0.486 2.210 2.465  0.2204
H17 1.656 -1.749 2.663  0.4246
H18 -3.844 3.781 -1.662  0.2388
H19 -0.991 -0.219 -2.453  0.2063
H20 4.564 -1.758 0.660  0.2376
H21 -0.317 1.625 -0.407  0.2417
H22 -3.770 -0.968 -3.244  0.2020
H23 -3.579 0.452 2.602  0.2227
H24 -2.462 -4.647 -0.355  0.2101
H25 -0.433 -1.704 -1.698  0.2230
H26 -1.340 -1.775 -3.216  0.2141
H27 -1.369 -0.670 0.095  0.4330
H28 -2.818 -1.149 2.712  0.2596
H29 -1.102 -3.799 -1.085  0.2021

[3]
DFT (wB97M-V/def2-TZVPD) results for an isolated molecule of C21H29N3O6S.

Calculated values
- E_HOMO (eV) = -8.7
- energy above the lowest of the compared OMol25 structures with the same formula, charge and spin (kJ/mol) = 0.0
- E (hartree) = -1831.598843
- structure (SMILES) = CCOC(=O)N1CCC(NC(=O)CCS(=O)(=O)c2ccc3c(c2)CCN3C(C)=O)CC1
- max |F| (hartree/bohr) = 0.0147
- charge = 0
- LUMO (eV) = 0.5

Each line ends with the natural charge from an NBO analysis.
Cartesian coordinates (Å):
S1 1.150 -0.353 -3.197  2.1709
O1 4.769 -2.349 -0.846  -0.6274
O2 -4.883 -3.187 -1.500  -0.6010
O3 1.047 -0.205 -4.621  -0.9288
O4 1.762 0.748 -2.476  -0.9870
O5 -0.554 1.008 2.497  -0.6928
O6 0.415 3.015 2.109  -0.5257
N1 1.386 1.140 1.342  -0.4555
N2 -4.012 -1.347 -0.512  -0.4484
N3 3.702 -0.354 -0.808  -0.6601
C1 3.781 1.409 0.879  -0.4016
C2 -0.604 3.639 2.886  -0.0650
C3 3.884 -0.090 0.604  -0.0534
C4 -2.808 0.573 0.272  -0.4496
C5 -2.854 -1.231 -1.271  0.2579
C6 1.436 -0.289 1.114  -0.2192
C7 -1.202 -1.731 -2.909  -0.1816
C8 -0.303 3.566 4.376  -0.6361
C9 -4.965 -2.318 -0.660  0.6933
C10 -2.106 -0.125 -0.850  -0.0462
C11 -6.125 -2.224 0.302  -0.7127
C12 2.364 1.926 0.618  -0.2336
C13 2.826 -0.827 1.439  -0.4175
C14 -0.460 -0.649 -2.473  -0.3505
C15 0.350 1.666 2.021  0.9025
C16 2.092 -1.892 -2.854  -0.6303
C17 4.100 -1.495 -1.392  0.6848
C18 3.596 -1.638 -2.832  -0.5121
C19 -4.064 -0.286 0.494  -0.2029
C20 -0.905 0.175 -1.449  -0.1797
C21 -2.416 -2.037 -2.314  -0.2461
H1 3.815 -0.731 -3.400  0.2391
H2 -0.301 2.528 4.700  0.2248
H3 1.726 -2.279 -1.905  0.2413
H4 4.128 -2.474 -3.288  0.2482
H5 -6.805 -3.046 0.098  0.2466
H6 3.041 -0.680 2.498  0.2100
H7 4.047 1.589 1.922  0.2122
H8 -4.068 -0.725 1.495  0.2036
H9 -5.779 -2.292 1.331  0.2291
H10 -0.317 1.028 -1.152  0.2415
H11 0.678 -0.751 1.749  0.2456
H12 -2.178 0.612 1.163  0.2729
H13 -3.006 -2.875 -2.643  0.2637
H14 -3.061 1.598 -0.005  0.2208
H15 -4.979 0.299 0.370  0.2013
H16 -1.064 4.108 4.930  0.2154
H17 -0.832 -2.328 -3.727  0.2291
H18 4.479 1.956 0.246  0.2202
H19 2.138 1.878 -0.454  0.2045
H20 3.084 0.257 -1.332  0.4345
H21 -6.656 -1.283 0.175  0.2286
H22 4.877 -0.466 0.876  0.2283
H23 0.670 4.004 4.586  0.2096
H24 1.809 -2.566 -3.657  0.2516
H25 2.871 -1.894 1.223  0.2273
H26 2.281 2.963 0.940  0.2393
H27 -1.564 3.157 2.672  0.1932
H28 1.191 -0.500 0.065  0.1849
H29 -0.623 4.674 2.538  0.1881

[4]
DFT (wB97M-V/def2-TZVPD) results for an isolated molecule of C21H29N3O6S at a distorted geometry.

Calculated values
- E_HOMO (eV) = -7.5
- energy above the lowest of the compared OMol25 structures with the same formula, charge and spin (kJ/mol) = 332.0
- E (hartree) = -1831.472389
- structure (SMILES) = CCOc1ccc(OCC)c(NC(=O)C2CCN(S(=O)(=O)c3c(C)noc3C)CC2)c1
- max |F| (hartree/bohr) = 0.0291
- charge = 0
- LUMO (eV) = 0.6

Each line ends with the natural charge from an NBO analysis.
Cartesian coordinates (Å):
S1 1.911 -0.080 -0.108  2.3590
O1 0.777 0.098 0.758  -0.9549
O2 -2.012 -3.548 -0.631  -0.5211
O3 4.597 -1.058 2.604  -0.2727
O4 1.839 -1.036 -1.168  -0.9247
O5 -3.474 1.452 1.234  -0.5261
O6 -0.252 0.660 -2.291  -0.6194
N1 -1.503 1.286 -0.502  -0.6256
N2 2.503 1.370 -0.681  -0.6880
N3 5.360 -1.115 1.480  -0.1326
C1 -3.412 -2.215 0.689  -0.2753
C2 2.274 2.476 0.215  -0.2293
C3 -5.917 1.593 1.216  -0.6393
C4 3.277 -0.529 0.923  -0.5233
C5 -2.147 0.092 -0.157  0.2098
C6 3.344 -0.710 2.279  0.3977
C7 -3.193 0.179 0.775  0.2192
C8 -2.365 -2.301 -0.224  0.3819
C9 -0.504 1.446 -1.402  0.6973
C10 4.599 -0.807 0.468  0.1992
C11 2.369 1.703 -2.085  -0.2312
C12 -3.820 -0.988 1.181  -0.2767
C13 -0.922 -3.680 -1.530  -0.0699
C14 -4.624 1.659 2.025  -0.0554
C15 -1.745 -1.135 -0.655  -0.3580
C16 1.358 2.836 -2.318  -0.4194
C17 0.243 2.782 -1.269  -0.3123
C18 0.830 3.000 0.138  -0.4233
C19 5.068 -0.760 -0.934  -0.6592
C20 2.320 -0.591 3.340  -0.6831
C21 -0.678 -5.166 -1.738  -0.6164
H1 -0.027 -3.196 -1.118  0.1851
H2 -0.439 -5.641 -0.790  0.2107
H3 -0.927 -1.157 -1.352  0.2638
H4 -3.897 -3.121 1.014  0.2181
H5 -1.730 2.047 0.122  0.4162
H6 -5.891 2.330 0.416  0.2136
H7 0.930 2.727 -3.314  0.2401
H8 1.366 -0.352 2.879  0.2667
H9 -6.042 0.609 0.771  0.2175
H10 -4.627 -0.965 1.896  0.2154
H11 2.988 3.262 -0.047  0.2069
H12 2.047 0.792 -2.588  0.2623
H13 2.498 2.129 1.225  0.2213
H14 1.855 3.806 -2.257  0.2032
H15 -4.653 0.951 2.862  0.1694
H16 3.355 1.994 -2.468  0.1913
H17 -6.765 1.802 1.862  0.2143
H18 6.022 -1.271 -1.024  0.2388
H19 -0.488 3.572 -1.478  0.2375
H20 -1.167 -3.197 -2.485  0.1732
H21 0.824 4.064 0.385  0.2135
H22 -4.492 2.666 2.433  0.1893
H23 -1.569 -5.637 -2.145  0.2104
H24 4.320 -1.222 -1.575  0.2479
H25 0.229 2.472 0.878  0.2290
H26 5.185 0.277 -1.244  0.2304
H27 0.149 -5.309 -2.427  0.2120
H28 2.600 0.188 4.049  0.2344
H29 2.243 -1.529 3.887  0.2411

[5]
DFT (wB97M-V/def2-TZVPD) results for an isolated molecule of C21H29NO.

Calculated values
- E_HOMO (eV) = -7.7
- energy above the lowest of the compared OMol25 structures with the same formula, charge and spin (kJ/mol) = 30.5
- E (hartree) = -947.589099
- structure (SMILES) = COc1ccc([C@H](CCN[C@H](C)c2ccccc2)C(C)C)cc1
- max |F| (hartree/bohr) = 0.0098
- charge = 0
- LUMO (eV) = 0.8

Each line ends with the natural charge from an NBO analysis.
Cartesian coordinates (Å):
O1 -0.639 -4.097 -0.908  -0.5162
N1 -0.443 1.058 -1.548  -0.6249
C1 -1.590 -4.664 -0.043  -0.2495
C2 -3.595 0.360 2.231  -0.2219
C3 3.824 -0.625 1.496  -0.6062
C4 -3.290 1.656 1.857  -0.2118
C5 2.040 0.742 0.363  -0.2311
C6 1.713 1.834 -0.665  -0.3820
C7 -2.756 1.915 0.606  -0.2497
C8 0.403 -1.078 0.930  -0.1401
C9 3.559 0.484 0.478  -0.2029
C10 -2.511 0.881 -0.289  0.0692
C11 1.548 -1.227 -1.149  -0.1933
C12 1.312 -0.538 0.037  -0.0262
C13 -0.262 -2.264 0.666  -0.3413
C14 0.886 -2.400 -1.433  -0.2755
C15 -2.827 -0.416 0.096  -0.2180
C16 4.327 1.739 0.892  -0.6056
C17 -0.031 -2.932 -0.528  0.3575
C18 -1.896 1.108 -1.652  -0.0779
C19 -3.366 -0.677 1.343  -0.2072
C20 -2.446 2.363 -2.352  -0.6270
C21 0.212 2.104 -0.792  -0.2255
H1 -0.234 2.127 0.205  0.1982
H2 -2.644 -1.226 -0.594  0.2120
H3 -2.054 2.421 -3.366  0.2074
H4 -3.470 2.473 2.542  0.2110
H5 4.891 -0.826 1.569  0.2051
H6 0.081 3.103 -1.247  0.1624
H7 3.932 0.154 -0.497  0.1922
H8 -1.146 -4.944 0.919  0.1746
H9 -2.161 0.243 -2.275  0.1987
H10 2.111 1.555 -1.642  0.1916
H11 2.193 2.765 -0.359  0.2094
H12 -3.613 -1.691 1.624  0.2063
H13 0.198 -0.568 1.861  0.2028
H14 3.463 -0.330 2.479  0.1984
H15 3.901 2.164 1.799  0.2002
H16 2.257 -0.841 -1.866  0.2044
H17 -0.957 -2.646 1.396  0.2174
H18 1.062 -2.932 -2.356  0.2186
H19 -2.537 2.937 0.334  0.2111
H20 5.367 1.489 1.089  0.2094
H21 -2.166 3.271 -1.826  0.2011
H22 -1.951 -5.561 -0.545  0.1985
H23 1.689 1.091 1.341  0.1995
H24 -2.432 -3.985 0.133  0.1692
H25 4.309 2.496 0.112  0.2054
H26 -3.531 2.312 -2.401  0.2158
H27 -4.013 0.159 3.207  0.2115
H28 3.320 -1.544 1.207  0.2210
H29 -0.040 1.008 -2.478  0.3539

[6]
DFT (wB97M-V/def2-TZVPD) results for an isolated molecule of C21H29NO8 at a distorted geometry.

Calculated values
- E_HOMO (eV) = -8.1
- energy above the lowest of the compared OMol25 structures with the same formula, charge and spin (kJ/mol) = 0.0
- E (hartree) = -1474.271136
- structure (SMILES) = CCOC(=O)[C@@H]1/C(=N\O)C[C@@](C)(O)[C@@H](C(=O)OCC)[C@@H]1c1ccc(OC)c(OC)c1
- max |F| (hartree/bohr) = 0.0234
- charge = 0
- LUMO (eV) = 0.7

Each line ends with the natural charge from an NBO analysis.
Cartesian coordinates (Å):
O1 2.372 -0.264 2.577  -0.4989
O2 -2.910 -1.953 0.100  -0.6411
O3 3.503 -2.454 1.786  -0.4838
O4 -3.509 -0.439 -2.146  -0.7400
O5 -0.084 2.640 -0.644  -0.6335
O6 1.622 2.161 -2.019  -0.4948
O7 -1.915 -0.799 1.741  -0.5060
O8 -0.350 1.209 -4.986  -0.5760
N1 -1.484 1.552 -4.248  -0.1273
C1 0.998 -2.047 -0.891  -0.1537
C2 1.735 0.866 3.118  -0.2499
C3 0.408 1.963 -1.513  0.8305
C4 2.384 3.260 -1.517  -0.0748
C5 2.046 -2.598 -0.167  -0.3083
C6 -2.641 1.768 -2.199  -0.4613
C7 0.392 -0.874 -0.484  -0.0704
C8 -0.270 0.813 -2.231  -0.3914
C9 -0.997 -1.924 3.659  -0.6255
C10 -4.274 1.074 -0.420  -0.6344
C11 -1.444 1.377 -2.998  0.2547
C12 -2.144 -1.867 2.666  -0.0795
C13 -1.916 0.181 -0.403  -0.3807
C14 -2.313 -0.974 0.488  0.8437
C15 3.037 2.931 -0.183  -0.6345
C16 1.886 -0.790 1.416  0.3306
C17 2.499 -1.989 0.990  0.2466
C18 -0.752 -0.305 -1.285  -0.1954
C19 0.858 -0.244 0.670  -0.3129
C20 4.154 -3.641 1.409  -0.2500
C21 -3.106 0.609 -1.301  0.3001
H1 -3.446 2.049 -2.876  0.2426
H2 2.220 1.043 4.077  0.2004
H3 3.464 -4.491 1.383  0.1743
H4 -4.629 0.251 0.198  0.2114
H5 1.864 1.748 2.484  0.1740
H6 0.400 0.675 0.991  0.2320
H7 3.598 2.003 -0.257  0.2181
H8 -0.947 -1.001 4.231  0.2074
H9 -2.377 2.617 -1.566  0.2387
H10 4.643 -3.541 0.435  0.1751
H11 3.708 3.735 0.105  0.2174
H12 2.272 2.821 0.581  0.2151
H13 -1.607 1.026 0.211  0.2591
H14 1.725 4.129 -1.412  0.1948
H15 -3.968 1.893 0.224  0.2103
H16 0.666 0.690 3.276  0.1772
H17 0.453 0.399 -2.939  0.2683
H18 -3.622 -1.235 -1.600  0.4964
H19 2.494 -3.515 -0.515  0.2209
H20 -0.618 1.371 -5.901  0.4820
H21 -1.151 -2.753 4.343  0.2193
H22 0.652 -2.551 -1.781  0.2070
H23 -5.094 1.404 -1.052  0.2226
H24 4.910 -3.816 2.174  0.2009
H25 -2.229 -2.802 2.103  0.2074
H26 -1.148 -1.100 -1.928  0.2473
H27 3.133 3.453 -2.287  0.1938
H28 -3.095 -1.677 3.176  0.1833
H29 -0.054 -2.066 3.136  0.2208